{
  "formula": "C5H14N2",
  "method": "ωB97M-V/def2-TZVPD",
  "symbols": ["C", "N", "C", "C", "C", "C", "N", "H", "H", "H", "H", "H", "H", "H", "H", "H", "H", "H", "H", "H", "H"],
  "positions_angstrom": [[1.2886, -0.5212, -0.0945], [1.9652, 0.6040, 0.4632], [2.0525, 1.8549, -0.2748], [0.0862, -0.9616, 0.7556], [-1.0515, 0.0510, 0.7033], [-1.7732, 0.0588, -0.6388], [-2.4576, -1.2244, -0.8463], [2.0361, -1.3496, -0.0606], [1.1335, -0.4354, -1.1690], [1.6569, 0.8046, 1.4197], [2.9371, 1.8226, -0.9303], [2.1903, 2.7035, 0.3872], [1.1894, 1.9496, -0.9381], [0.4390, -1.1084, 1.7808], [-0.2862, -1.9163, 0.3777], [-0.7966, 1.0834, 0.9696], [-1.7883, -0.2362, 1.4470], [-2.5102, 0.8607, -0.7331], [-1.0029, 0.1871, -1.4053], [-2.9505, -1.4760, 0.0063], [-3.1893, -1.1216, -1.5391]],
  "s2": 0.754,
  "multiplicity": 2,
  "total_charge": 1,
  "relative_energy_ev": 0.880,
  "homo_energy_ev": [-12.73, -12.72],
  "e_tot_ev": -8383.5297
}

=====

{
  "formula": "C27H25B2Cl60IN3O5",
  "method": "ωB97M-V/def2-TZVPD",
  "symbols": ["C", "C", "C", "I", "N", "C", "N", "C", "C", "C", "O", "C", "C", "O", "C", "C", "B", "C", "O", "N", "B", "O", "O", "H", "H", "H", "H", "H", "H", "H", "H", "H", "H", "H", "H", "H", "H", "H", "H", "H", "H", "H", "H", "H", "H", "H", "H", "H", "C", "Cl", "Cl", "Cl", "Cl", "C", "Cl", "Cl", "Cl", "Cl", "C", "Cl", "Cl", "Cl", "Cl", "C", "Cl", "Cl", "Cl", "Cl", "C", "Cl", "Cl", "Cl", "Cl", "C", "Cl", "Cl", "Cl", "Cl", "C", "Cl", "Cl", "Cl", "Cl", "C", "Cl", "Cl", "Cl", "Cl", "C", "Cl", "Cl", "Cl", "Cl", "C", "Cl", "Cl", "Cl", "Cl", "C", "Cl", "Cl", "Cl", "Cl", "C", "Cl", "Cl", "Cl", "Cl", "C", "Cl", "Cl", "Cl", "Cl", "C", "Cl", "Cl", "Cl", "Cl", "C", "Cl", "Cl", "Cl", "Cl"],
  "positions_angstrom": [[0.2770, -0.3893, 3.4951], [-0.6678, 0.7690, 3.1513], [-0.3228, 1.4889, 1.8585], [-1.9408, 2.7256, 1.1494], [0.2524, 0.6831, 0.8136], [-0.2190, -0.4597, 0.3565], [0.5188, -1.0803, -0.5916], [-0.1073, -2.2122, -1.2833], [0.8545, -3.1125, -2.0157], [2.0124, -3.6855, -1.2004], [1.8306, -3.5833, 0.2298], [2.9935, -3.2101, 0.8316], [3.5940, -4.1421, 1.8410], [3.5282, -2.1405, 0.6074], [-1.0414, -3.0662, -0.3912], [-1.1844, -2.4684, 0.9939], [-2.2844, -3.1926, 1.9144], [-1.8856, -3.7078, 3.3478], [-3.5715, -3.3900, 1.4669], [-1.3702, -0.9766, 0.8830], [-2.6743, -0.5622, 0.2316], [-2.8238, -0.4995, -1.1320], [-3.7166, -0.2367, 1.0131], [1.0631, -0.5515, 2.7675], [-0.3113, -1.2918, 3.5936], [0.6880, -0.2206, 4.4757], [-0.7207, 1.5120, 3.9327], [-1.6782, 0.3882, 3.0614], [0.4290, 2.2228, 2.1109], [1.0929, 1.0373, 0.3855], [1.4678, -1.2674, -0.2686], [-0.7364, -1.7782, -2.0502], [1.2658, -2.6053, -2.8822], [0.2637, -3.9308, -2.4099], [2.0790, -4.7406, -1.4342], [2.9453, -3.2519, -1.5362], [4.6608, -3.9986, 1.8915], [3.1493, -3.8673, 2.7938], [3.4011, -5.1808, 1.6176], [-0.6083, -4.0580, -0.2871], [-1.9935, -3.2342, -0.8876], [-0.2289, -2.6056, 1.4896], [-0.8058, -3.8354, 3.3852], [-2.1421, -2.9853, 4.1323], [-2.3774, -4.6543, 3.5337], [-3.6504, -4.1244, 0.8518], [-3.2505, -1.2994, -1.4560], [-3.5234, -0.3825, 1.9427], [-4.6148, 3.2350, -2.7401], [-3.6897, 4.6354, -2.1693], [-6.3320, 3.5221, -2.4707], [-4.3096, 2.9925, -4.4602], [-4.1121, 1.7919, -1.8590], [-1.8379, -4.5044, -5.4106], [-2.1485, -3.2090, -4.2395], [-3.0671, -4.4476, -6.6612], [-0.2374, -4.2762, -6.1185], [-1.8977, -6.0631, -4.5775], [-0.4394, -3.3851, 7.0874], [-0.1442, -3.1940, 8.8106], [-1.7974, -2.3471, 6.6052], [1.0115, -2.9262, 6.1819], [-0.8404, -5.0644, 6.7319], [5.0009, -6.1647, -1.6210], [5.7022, -4.6796, -0.9577], [6.2799, -7.3356, -1.9061], [3.8225, -6.8245, -0.4696], [4.1577, -5.8242, -3.1362], [0.4465, 1.9776, 7.8006], [-0.1751, 0.3544, 7.4549], [2.1888, 2.0055, 7.5121], [-0.3423, 3.1539, 6.7381], [0.1120, 2.3902, 9.4778], [-9.7207, 5.4435, -1.3287], [-8.4779, 6.4462, -2.0822], [-9.3005, 5.1570, 0.3623], [-11.2775, 6.2649, -1.4218], [-9.8236, 3.8928, -2.1759], [-0.5058, 4.1450, -4.9028], [-0.5970, 3.6631, -3.2022], [-1.3861, 5.6562, -5.1284], [1.1847, 4.3704, -5.3578], [-1.2244, 2.8878, -5.9118], [4.2543, 0.3760, 3.1832], [5.0089, 1.8925, 3.6562], [5.4962, -0.8216, 2.8502], [3.2189, -0.2045, 4.4926], [3.2730, 0.6412, 1.7170], [-3.1601, 6.8955, 1.9627], [-2.7912, 8.5098, 1.3651], [-4.4344, 6.9834, 3.1786], [-3.7002, 5.8930, 0.6004], [-1.7048, 6.2010, 2.6880], [5.1841, 5.8987, 2.5084], [3.5522, 5.3118, 2.8648], [5.1663, 7.6559, 2.4206], [6.2895, 5.3760, 3.7824], [5.7131, 5.2391, 0.9570], [-7.4662, 0.3360, -6.1264], [-7.9526, 1.7110, -5.1317], [-8.5876, 0.1540, -7.4748], [-5.8350, 0.6071, -6.7504], [-7.4795, -1.1351, -5.1455], [1.3413, 9.0942, 0.9497], [1.3329, 8.6215, 2.6521], [0.4862, 10.6259, 0.7607], [3.0058, 9.2642, 0.3943], [0.5418, 7.8432, -0.0063], [-6.6733, -6.0176, -7.2357], [-8.2990, -6.6235, -6.9237], [-6.6701, -4.2523, -7.1218], [-5.5531, -6.6835, -6.0403], [-6.1576, -6.5024, -8.8516], [8.7409, 0.7759, 0.8164], [8.7782, 0.2933, 2.5140], [7.9531, 2.3479, 0.6709], [10.3868, 0.8802, 0.1929], [7.8224, -0.4249, -0.1080], [10.9557, 0.1295, -4.2093], [11.7156, 1.7225, -4.2404], [12.2021, -1.1171, -4.1231], [9.9092, 0.0101, -2.7897], [9.9980, -0.0948, -5.6778]],
  "multiplicity": 1,
  "total_charge": 1,
  "relative_energy_ev": 0.000,
  "homo_energy_ev": -11.82,
  "e_tot_ev": -803905.5943
}